1.
A structure of composition C44H26F8N2NaO5SSb. Source: the Open Molecules 2025 dataset; level of theory: the ωB97M-V functional and the def2-TZVPD basis.

Calculated values
Molecular weight (g/mol): 991.50
Energy (a.u.): -3777.86832
LUMO level (eV): 3.54
Gap between HOMO and LUMO (eV): 5.519
Net charge: -2
HOMO (eV): -2.0
Energy above the lowest of the compared OMol25 structures with the same formula, charge and spin (kcal per mole): 10.13

CARTESIAN COORDINATES (ANGSTROEM)
Na (-0.73144, 2.14996, -0.86746)
O (6.53270, 1.72548, 1.52949)
C (5.71973, 1.52200, 2.59734)
O (6.20622, 1.28473, 3.67035)
C (4.25479, 1.57354, 2.32576)
C (3.71511, 2.27241, 1.24418)
C (2.35390, 2.27162, 1.01285)
C (1.51195, 1.57967, 1.87887)
C (2.04175, 0.87744, 2.95853)
C (3.40645, 0.88237, 3.18257)
N (0.14018, 1.56915, 1.56026)
C (-0.73542, 1.68952, 2.46378)
C (-2.17778, 1.62045, 2.11344)
C (-3.14005, 1.43077, 3.09395)
C (-4.46192, 1.27549, 2.69548)
C (-4.76007, 1.31279, 1.34434)
C (-3.72848, 1.53180, 0.43256)
N (-2.47104, 1.69394, 0.81666)
H (5.99897, 1.78726, 0.72871)
H (4.34203, 2.85394, 0.57658)
H (1.91856, 2.81584, 0.18422)
H (1.38974, 0.28049, 3.58319)
H (3.83627, 0.32692, 4.00569)
H (-0.47745, 1.82438, 3.52183)
H (-2.85371, 1.38327, 4.13773)
H (-5.24112, 1.11085, 3.42992)
H (-5.77268, 1.17755, 0.98942)
H (-3.88123, 1.55866, -0.64191)
O (-3.28305, 1.11920, -4.05737)
C (-2.33307, 0.78511, -3.32930)
O (-2.21336, 1.05055, -2.10522)
C (-1.24364, -0.09642, -3.98201)
C (-1.61606, -0.64377, -5.21509)
C (-0.80341, -1.49519, -5.93950)
C (0.44914, -1.81375, -5.42644)
C (0.84911, -1.27184, -4.22299)
C (0.03622, -0.40823, -3.46173)
S (0.78760, 0.18124, -1.96595)
H (-2.59273, -0.35816, -5.58259)
H (-1.13750, -1.90164, -6.88773)
H (1.11190, -2.48786, -5.95881)
H (1.82642, -1.51160, -3.82163)
F (-4.28319, -5.29534, 3.85685)
C (-3.53698, -4.51167, 3.02555)
C (-3.66952, -3.14448, 3.10585)
C (-2.90103, -2.36197, 2.24603)
C (-2.01201, -2.91743, 1.32791)
C (-1.92767, -4.31095, 1.28514)
C (-2.68191, -5.11944, 2.12824)
Sb (-0.87704, -1.48201, 0.02745)
C (-0.72542, -2.97769, -1.50472)
C (-1.70545, -3.00345, -2.49731)
C (-1.67121, -3.93816, -3.52316)
C (-0.63664, -4.84796, -3.54064)
F (-0.58549, -5.76637, -4.54695)
C (0.35819, -4.85644, -2.58787)
C (0.30537, -3.90923, -1.57024)
C (0.95878, -2.02131, 1.06723)
C (0.92425, -2.56446, 2.35183)
C (2.09004, -2.84043, 3.06121)
C (3.29982, -2.56455, 2.46465)
F (4.44366, -2.83184, 3.15128)
C (3.38799, -2.02573, 1.19908)
C (2.21308, -1.75123, 0.50878)
H (-4.36065, -2.70960, 3.81745)
H (-3.01151, -1.28337, 2.29651)
H (-1.25907, -4.78462, 0.57306)
H (-2.61823, -6.20008, 2.09585)
H (-2.50229, -2.26893, -2.49139)
H (-2.40903, -3.94035, -4.31365)
H (1.15870, -5.58268, -2.65024)
H (1.08841, -3.90505, -0.82134)
H (-0.02706, -2.79589, 2.81677)
H (2.06438, -3.26609, 4.05645)
H (4.35906, -1.81525, 0.76971)
H (2.26558, -1.31304, -0.48143)
F (1.93117, 9.23491, -1.26745)
C (1.46167, 7.98737, -1.02971)
C (0.18804, 7.79015, -0.52483)
F (-0.58602, 8.86411, -0.26192)
C (-0.28962, 6.52116, -0.28327)
F (-1.53748, 6.40084, 0.21547)
C (0.45928, 5.33607, -0.52404)
O (0.01732, 4.17205, -0.27987)
C (1.75843, 5.60321, -1.03419)
F (2.57912, 4.55899, -1.28559)
C (2.24027, 6.87205, -1.27921)
F (3.48834, 7.03622, -1.76127)

2.
The molecule C16H27N3OS. Source: the Open Molecules 2025 dataset; level of theory: the ωB97M-V functional and the def2-TZVPD basis.

Calculated values
Molecular weight (g/mol): 309.48
Energy (a.u.): -1263.59263
LUMO level (eV): 0.78
Gap between HOMO and LUMO (eV): 9.243
HOMO (eV): -8.5
Energy above the lowest of the compared OMol25 structures with the same formula, charge and spin (kcal per mole): 3.89
Structure (SMILES): CCCSCCCNC(=O)Cn1cc2c(n1)CCCCC2

CARTESIAN COORDINATES (ANGSTROEM)
C (-2.65170, -3.70550, 0.64643)
C (-3.23664, -2.52730, -0.12388)
C (-3.39060, -1.31475, 0.77931)
S (-4.29952, 0.06836, 0.00953)
C (-3.24325, 0.51324, -1.41282)
C (-1.83290, 0.92719, -1.02781)
C (-1.81937, 2.14954, -0.10499)
N (-0.52069, 2.32445, 0.49800)
C (0.39149, 3.19702, 0.04451)
O (0.19080, 4.07984, -0.76004)
C (1.76972, 2.98586, 0.71246)
N (2.20301, 1.62216, 0.58919)
C (3.24505, 1.14072, -0.11762)
C (3.22015, -0.23306, -0.00495)
C (2.09476, -0.49884, 0.79623)
N (1.49671, 0.63161, 1.14275)
C (1.57274, -1.83009, 1.20449)
C (1.31771, -2.73855, -0.00246)
C (2.59054, -3.28285, -0.65248)
C (3.39905, -2.26604, -1.45946)
C (4.14316, -1.23663, -0.60310)
H (-2.51408, -4.55846, -0.01351)
H (-1.68668, -3.43997, 1.07309)
H (-3.31505, -3.99973, 1.45645)
H (-4.21400, -2.79845, -0.52843)
H (-2.57951, -2.28504, -0.96209)
H (-2.42396, -0.94604, 1.12370)
H (-3.99678, -1.56309, 1.65072)
H (-3.23282, -0.33159, -2.10133)
H (-3.77433, 1.34139, -1.88100)
H (-1.32637, 0.09879, -0.52488)
H (-1.27150, 1.15074, -1.93822)
H (-2.56237, 2.01834, 0.68761)
H (-2.05216, 3.05694, -0.66570)
H (-0.16033, 1.55106, 1.05786)
H (1.68041, 3.25073, 1.77152)
H (2.49837, 3.64096, 0.23402)
H (3.92118, 1.78919, -0.63742)
H (0.64512, -1.67790, 1.76042)
H (2.28990, -2.31548, 1.87302)
H (0.73191, -2.19515, -0.74814)
H (0.72028, -3.59057, 0.33199)
H (3.22948, -3.71750, 0.12053)
H (2.30079, -4.09210, -1.32838)
H (2.73862, -1.74462, -2.15651)
H (4.13705, -2.81398, -2.05070)
H (4.87738, -0.71472, -1.22062)
H (4.68468, -1.75916, 0.19183)

3.
A cluster of 2 separate species, C2H8N3S in total. Source: the Open Molecules 2025 dataset; level of theory: the ωB97M-V functional and the def2-TZVPD basis.

Calculated values
Molecular weight (g/mol): 106.17
Energy (a.u.): -643.50983
LUMO level (eV): 4.18
Gap between HOMO and LUMO (eV): 7.141
Net charge: -1
HOMO (eV): -3.0
Energy above the lowest of the compared OMol25 structures with the same formula, charge and spin (kcal per mole): 7.71

CARTESIAN COORDINATES (ANGSTROEM)
N (0.36200, -1.41167, 1.14630)
C (0.75146, -0.20937, 1.69476)
N (0.88313, 0.80802, 0.78430)
N (1.09062, -0.05891, 2.93316)
H (0.16332, -2.17724, 1.75235)
H (-0.10728, -1.40555, 0.24880)
H (0.28876, 0.73536, -0.08198)
H (1.09087, 1.65000, 1.29371)
H (1.27634, -0.96566, 3.34481)
C (-1.44984, 1.18722, -2.48512)
S (-0.55320, -0.26434, -1.81899)
H (-2.45967, 0.88530, -2.75707)
H (-1.47784, 2.01396, -1.77109)
H (-0.89369, 1.51203, -3.36486)

4.
A structure of composition C15H23BMgN6Si. Source: the Open Molecules 2025 dataset; level of theory: the ωB97M-V functional and the def2-TZVPD basis.

Calculated values
Molecular weight (g/mol): 350.59
Energy (a.u.): -1428.35187
LUMO level (eV): 0.65
Gap between HOMO and LUMO (eV): 8.814
HOMO (eV): -8.2
Energy above the lowest of the compared OMol25 structures with the same formula, charge and spin (kcal per mole): 36.43

CARTESIAN COORDINATES (ANGSTROEM)
H (-0.23147, 2.83359, 0.48392)
N (0.07131, 1.61608, -1.20389)
B (0.68206, 0.64363, -3.44291)
N (0.61779, 1.86063, -2.46982)
C (0.92250, 3.15967, -2.59117)
Mg (-0.76145, -0.56184, -0.80579)
H (1.31218, 3.52709, -3.52374)
C (0.61784, 3.79545, -1.38432)
H (0.73277, 4.83565, -1.13454)
C (0.10723, 2.77433, -0.54800)
H (1.08193, 0.96321, -4.52374)
C (-1.39548, -2.36839, -0.32592)
H (-1.77314, -2.85843, 0.52684)
H (-0.43928, -2.80646, -0.64366)
H (-2.15280, -2.40956, -1.12696)
N (-0.79521, 0.07736, -3.56337)
N (1.56935, -0.45461, -2.79612)
N (-1.52141, -0.32980, -2.43327)
N (1.16626, -1.08697, -1.62956)
C (-1.59334, -0.04638, -4.60653)
C (2.74929, -0.95412, -3.19786)
H (-1.20350, 0.18756, -5.57329)
H (3.19564, -0.64374, -4.12796)
C (-2.82115, -0.50410, -4.20948)
C (3.17287, -1.89185, -2.25423)
C (-2.77281, -0.68018, -2.82917)
C (2.15542, -1.92930, -1.27911)
H (-3.66860, -0.72808, -4.80434)
H (4.07022, -2.47845, -2.27979)
H (-3.51069, -1.05635, -2.09595)
H (2.13270, -2.53838, -0.38385)
H (-1.17843, -1.07012, 0.60629)
C (1.54999, -0.76935, 4.95658)
Si (-0.02015, 0.12060, 4.39795)
C (-1.49805, -0.77123, 5.18803)
C (0.02967, 1.88369, 5.05140)
C (-0.25857, 0.00709, 2.51965)
C (-0.63885, -0.34984, 1.34778)
H (1.64920, -0.84164, 6.04635)
H (2.43361, -0.24930, 4.57646)
H (1.56373, -1.78662, 4.55557)
H (-1.52267, -0.74667, 6.28607)
H (-2.43168, -0.32135, 4.82783)
H (-1.51095, -1.82603, 4.88454)
H (0.93892, 2.38952, 4.71303)
H (-0.82954, 2.44477, 4.67271)
H (0.00674, 1.93924, 6.14733)

The highest molecular weight belongs to which entry?
C44H26F8N2NaO5SSb

Which of these has the highest LUMO level?
C2H8N3S

Among the records above, which one has the highest molecular weight?
C44H26F8N2NaO5SSb